# 1
The following is a DFT calculation (ωB97M-V/def2-TZVPD) of a cluster of 2 separate species, C6H13N2 in total.

Computed properties:
2S+1: 1
HOMO-LUMO gap: 0.360 Ha
ΔE to the lowest compared entry with this formula, charge and spin: 3.420 eV
Net charge: +1
HOMO: -13.819 eV

CARTESIAN COORDINATES (ANGSTROEM)
C: 1.6659 0.8958 -0.7709
C: 2.6385 1.5382 -1.3127
C: -0.0880 0.9154 0.8215
C: 0.5512 0.3104 -0.3048
C: 4.1236 1.1787 -1.1560
C: -2.7859 -2.3066 0.6318
N: -1.0728 0.5356 1.4777
N: -3.1458 -0.8461 0.3919
H: 2.6574 2.3053 -2.1818
H: 0.2602 1.9406 1.2516
H: 0.0806 -0.5732 -0.6401
H: 4.4292 0.1744 -0.6093
H: 4.7674 2.0797 -0.8433
H: 4.5294 0.9352 -2.1339
H: -2.6344 -2.5677 1.6237
H: -3.5001 -2.9717 0.0970
H: -1.7787 -2.4592 0.1524
H: -1.8746 -0.2856 1.1434
H: -1.4317 0.8612 2.3333
H: -4.1523 -0.9393 0.6680
H: -3.2390 -0.7210 -0.6396

Cartesian forces (eV/Å) of the 3 atoms listed first:
C -1.8 0.0 -0.5
C 2.6 0.4 -1.6
C 2.6 4.2 1.0

These are the natural (NBO) partial charges, in e, on atoms 1 to 4:
1. C 0.23
2. C -0.25
3. C 0.25
4. C -0.41

=====

# 2
The following is a DFT calculation (ωB97M-V/def2-TZVPD) of an isolated molecule of C4H8N2O2.

Computed properties:
2S+1: 1
HOMO-LUMO gap: 0.352 Ha
ΔE to the lowest compared entry with this formula, charge and spin: 5.733 eV
HOMO: -8.738 eV
SMILES string: C=NN[C@H](C=O)CO

CARTESIAN COORDINATES (ANGSTROEM)
C: 1.1593 0.5818 0.9359
C: 0.3580 -0.6489 0.8444
C: -0.5901 -0.1041 -2.4868
C: -0.9754 -0.3138 1.4713
H: 0.6638 2.0304 -0.2420
H: 1.9013 0.7353 0.1830
H: 1.6927 0.5983 1.9375
H: 0.7951 -1.6030 1.2658
H: -0.6780 -1.4620 -0.6212
H: -1.4498 -1.0540 -2.2028
H: -0.4102 0.6415 -3.3531
H: -1.1220 0.1284 2.5028
N: 0.1094 -0.8849 -0.5330
N: 0.3167 0.0902 -1.5239
O: 0.3196 1.7895 0.7898
O: -2.0902 -0.5247 1.0323

Cartesian forces (eV/Å) of the 3 atoms listed first:
C 1.4 2.3 2.7
C -0.5 -0.3 -1.0
C 1.3 0.0 2.2

These are the natural (NBO) partial charges, in e, on atoms 1 to 4:
1. C -0.08
2. C -0.20
3. C -0.18
4. C 0.43

=====

# 3
The following is a DFT calculation (ωB97M-V/def2-TZVPD) of a cluster of 9 separate species, C16H54ClN6O8 in total.

Computed properties:
2S+1: 1
HOMO-LUMO gap: 0.201 Ha
Net charge: -1
HOMO: -3.297 eV

CARTESIAN COORDINATES (ANGSTROEM)
N: 0.1131 -2.8291 -0.4258
H: -0.5485 -2.0685 -0.6773
H: 0.1269 -2.8361 0.6157
H: 1.0692 -2.7985 -0.8402
H: -0.3114 -3.6890 -0.7614
N: -0.7990 -1.3231 -3.5649
H: -1.7086 -1.2730 -3.0400
H: -0.9171 -0.9562 -4.5017
H: -0.6115 -2.3199 -3.6354
H: -0.0626 -0.8382 -3.0126
N: -0.6037 1.4092 -0.9931
H: -1.2247 1.8652 -1.6652
H: 0.2329 1.2812 -1.5607
H: -1.0089 0.4715 -0.8101
H: -0.3930 1.9753 -0.1382
N: 1.4835 1.3029 -4.9083
H: 1.5631 0.9348 -3.9195
H: 0.6873 1.9526 -4.9706
H: 1.3652 0.4998 -5.5175
H: 2.2943 1.8526 -5.1787
O: -3.4627 -1.2164 -3.6104
C: -3.9101 -0.6983 -2.4114
C: -3.2850 -1.2845 -1.0937
O: -1.9262 -1.0306 -0.9623
H: -5.0011 -0.8701 -2.3027
H: -3.8742 0.4078 -2.4023
H: -3.5241 -2.3591 -1.1854
H: -3.7914 -0.9889 -0.1601
O: 2.7217 -2.6241 -1.5700
C: 3.3323 -1.3862 -1.6814
C: 2.5006 -0.0754 -1.5323
O: 1.5007 0.2220 -2.4736
H: 3.8509 -1.3719 -2.6584
H: 4.1390 -1.3404 -0.9253
H: 3.1553 0.8120 -1.4713
H: 2.0525 -0.0206 -0.5195
Cl: -1.3094 3.9749 -3.4813
O: -2.3523 3.5864 -2.5464
O: -0.1386 4.4529 -2.7649
O: -0.9418 2.7250 -4.0807
O: -1.8057 4.8433 -4.5063
C: -1.7008 -1.3674 2.5682
C: -1.1577 -2.7590 2.8572
N: 0.2333 -2.9611 2.4293
C: 0.7495 -4.2689 2.8467
C: -0.0894 -5.3722 2.1361
C: 1.0977 -1.8353 2.8576
C: 2.5450 -2.0703 2.3776
H: -2.7851 -1.2808 2.5977
H: -1.3829 -0.9137 1.6257
H: -1.2917 -0.6854 3.3222
H: -1.4334 -2.9463 3.9058
H: -1.7893 -3.4823 2.3358
H: 1.7856 -4.4944 2.6132
H: 0.6486 -4.4004 3.9313
H: 0.4551 -6.3169 2.1235
H: -0.9982 -5.5162 2.7241
H: -0.4608 -5.2027 1.1274
H: 1.1534 -1.7665 3.9502
H: 0.7088 -0.9586 2.3495
H: 3.1659 -1.1762 2.3920
H: 2.5810 -2.4542 1.3509
H: 3.0406 -2.8887 2.9018
C: 2.2098 3.2607 0.0476
C: 1.1086 3.9473 0.8663
N: 0.0716 2.9844 1.2213
C: 0.5248 1.9009 2.1090
C: 1.1731 2.4061 3.4159
C: -1.0952 3.7601 1.7784
C: -2.4008 3.0082 1.5633
H: 1.8291 2.9620 -0.9306
H: 2.5195 2.3348 0.5312
H: 3.1177 3.8301 -0.1520
H: 1.5597 4.5026 1.6993
H: 0.7681 4.7430 0.2004
H: -0.2765 1.2105 2.3728
H: 1.2407 1.2604 1.5943
H: 1.2390 1.5683 4.1163
H: 2.1704 2.8208 3.2746
H: 0.5991 3.1384 3.9851
H: -1.0923 4.7736 1.3857
H: -0.9726 3.8180 2.8650
H: -3.1834 3.6167 2.0153
H: -2.2763 2.0464 2.0611
H: -2.5864 2.8529 0.5012

Cartesian forces (eV/Å) of the 3 atoms listed first:
N -0.4 -0.7 0.2
H -0.8 0.7 -0.6
H 0.3 -0.3 -0.1

These are the Löwdin partial charges, in e, on atoms 1 to 4:
1. N 0.26
2. H 0.05
3. H 0.07
4. H 0.05

=====

# 4
The following is a DFT calculation (ωB97M-V/def2-TZVPD) of a cluster of 14 separate species, C42H98N14O14 in total.

Computed properties:
2S+1: 1
HOMO-LUMO gap: 0.329 Ha
ΔE to the lowest compared entry with this formula, charge and spin: 1.618 eV
HOMO: -8.728 eV

CARTESIAN COORDINATES (ANGSTROEM)
C: -4.9387 4.5613 -3.2524
C: -3.5979 4.3633 -2.6536
O: -3.0237 3.2787 -2.7092
N: -3.0793 5.4423 -1.9927
C: -1.6879 5.5073 -1.5046
H: -5.1609 4.0079 -4.1437
H: -5.0593 5.5974 -3.5215
H: -5.6216 4.3307 -2.4586
H: -3.6559 6.3008 -1.8658
H: -1.6208 6.2554 -0.6856
H: -1.0198 5.7598 -2.3151
H: -1.4081 4.5614 -1.0791
C: -0.5983 -4.8300 1.0427
C: -1.3097 -4.7086 -0.3214
O: -2.2292 -5.3987 -0.7395
N: -0.8724 -3.7481 -1.1400
C: -1.3796 -3.5915 -2.5048
H: -0.2274 -5.8341 1.1396
H: -1.2897 -4.5831 1.8272
H: 0.2382 -4.1126 1.1543
H: 0.0373 -3.3017 -0.9477
H: -0.8214 -2.7839 -2.9553
H: -2.4303 -3.3648 -2.5041
H: -1.1944 -4.4921 -3.0599
C: 3.8206 1.5847 -4.5817
C: 3.0259 2.6083 -3.7528
O: 3.3833 2.9614 -2.5832
N: 1.8978 3.0849 -4.3415
C: 1.1046 4.1001 -3.5047
H: 3.2938 1.3453 -5.4629
H: 3.9699 0.6885 -3.9417
H: 4.7937 2.0271 -4.7965
H: 1.5361 2.6684 -5.1805
H: 0.4357 4.6575 -4.1554
H: 1.8319 4.7263 -2.9604
H: 0.4474 3.5234 -2.8360
C: -4.5752 -0.0121 -1.9050
C: -6.0460 -0.1666 -1.5856
O: -6.7327 0.5355 -0.8336
N: -6.6214 -1.1813 -2.2657
C: -8.0191 -1.4446 -2.1977
H: -4.0539 -0.4785 -1.0517
H: -4.1914 0.9475 -2.1161
H: -4.3415 -0.6444 -2.7836
H: -6.0700 -1.5799 -3.0009
H: -8.6554 -0.5927 -2.2922
H: -8.2565 -1.9240 -1.2065
H: -8.3182 -2.2497 -2.9156
C: 3.7455 0.3862 -0.2522
C: 5.0732 -0.0166 -0.7403
O: 5.6733 -1.0200 -0.3841
N: 5.5912 0.7396 -1.6881
C: 6.7754 0.3152 -2.4992
H: 3.6936 0.1227 0.8066
H: 2.9838 -0.1849 -0.7614
H: 3.4896 1.4688 -0.4003
H: 5.0343 1.5121 -2.0633
H: 7.7141 0.6181 -2.0799
H: 6.7310 0.7340 -3.4633
H: 6.7853 -0.8169 -2.5138
C: 7.0743 -4.1363 -0.8142
C: 5.6004 -4.4034 -0.8779
O: 4.9993 -4.9673 -1.8228
N: 4.8996 -3.8780 0.1638
C: 3.4222 -3.8388 0.3056
H: 7.4573 -4.3904 0.1267
H: 7.2127 -3.0337 -0.9220
H: 7.6133 -4.7007 -1.5406
H: 5.4432 -3.1171 0.6150
H: 3.0055 -4.6482 -0.3121
H: 3.0050 -2.8426 -0.0354
H: 3.1082 -4.0921 1.3241
C: 1.4706 -1.2236 2.8827
C: 1.4898 -2.0896 4.1149
O: 1.2576 -3.2990 4.1356
N: 1.8525 -1.4117 5.2753
C: 2.0916 -2.1358 6.5975
H: 2.4099 -1.4787 2.3193
H: 1.3969 -0.1017 3.0093
H: 0.6463 -1.5265 2.2630
H: 1.9647 -0.3918 5.2928
H: 2.3580 -1.3119 7.2770
H: 2.9461 -2.8065 6.5824
H: 1.3047 -2.6584 7.1290
C: 0.4727 1.1451 -0.4201
C: -0.0128 -0.2587 -0.1065
O: 0.6657 -1.1607 -0.5297
N: -1.1252 -0.3121 0.6262
C: -1.7748 -1.5616 1.0863
H: 0.9686 1.1764 -1.4180
H: 1.2093 1.4382 0.3168
H: -0.2566 1.9565 -0.4383
H: -1.4532 0.5521 1.0166
H: -2.7145 -1.7420 0.5678
H: -2.0014 -1.5778 2.1843
H: -1.0418 -2.3467 0.9496
C: -3.6628 3.3134 0.7540
C: -3.7760 2.0063 1.5662
O: -2.8040 1.4720 2.0888
N: -5.0437 1.5006 1.7678
C: -5.1519 0.1602 2.3299
H: -2.8473 3.8065 1.2975
H: -4.5433 3.9136 0.7559
H: -3.2815 3.1220 -0.2174
H: -5.6897 1.7710 1.0125
H: -4.2914 -0.0057 2.9418
H: -5.1606 -0.6699 1.6022
H: -6.1386 0.1338 2.8288
C: 0.5197 4.1509 2.6216
C: 1.1192 4.3338 1.2798
O: 0.5041 4.9875 0.4356
N: 2.3840 3.8898 1.0380
C: 3.2057 3.1216 1.9194
H: 0.9307 4.8884 3.3125
H: 0.6796 3.1393 3.0618
H: -0.5499 4.3585 2.4800
H: 2.6541 4.0479 0.0480
H: 4.0618 2.7140 1.3620
H: 2.6528 2.1630 2.2292
H: 3.6105 3.7104 2.7950
C: -1.7541 2.5965 -5.5039
C: -0.9539 1.4237 -4.9518
O: -0.0030 0.9675 -5.5864
N: -1.3644 1.0240 -3.7124
C: -0.9473 -0.2890 -3.2355
H: -1.8363 3.3475 -4.7344
H: -2.7815 2.2310 -5.6807
H: -1.2231 2.9891 -6.3627
H: -2.0853 1.6410 -3.3057
H: 0.1105 -0.3180 -2.9055
H: -1.1041 -1.0157 -4.0879
H: -1.6084 -0.5251 -2.4068
C: 1.5392 3.1859 6.6652
C: 0.7578 2.3261 5.6406
O: 1.4221 1.8206 4.7191
N: -0.5373 2.0598 5.8763
C: -1.1836 1.0022 5.1056
H: 1.6186 4.2534 6.3845
H: 2.5742 2.9552 6.8806
H: 0.9519 3.2010 7.5670
H: -0.9824 2.3901 6.7315
H: -1.0068 1.3344 4.0583
H: -2.2204 0.9002 5.3602
H: -0.6642 -0.0090 5.2626
C: -2.1874 -3.2669 6.6413
C: -3.0471 -2.7311 5.4946
O: -3.1213 -1.5506 5.2436
N: -3.5475 -3.6738 4.7147
C: -4.2591 -3.4572 3.4996
H: -2.1333 -2.5475 7.4315
H: -1.1391 -3.3189 6.2106
H: -2.3813 -4.2662 7.0200
H: -3.4664 -4.6326 4.8475
H: -4.4709 -4.3621 2.9501
H: -3.7086 -2.7654 2.8577
H: -5.2133 -2.8944 3.6691
C: 4.5170 -3.4609 -4.9359
C: 3.9057 -2.1063 -4.9754
O: 4.2587 -1.2264 -5.7885
N: 2.9410 -1.7947 -4.0581
C: 2.2785 -2.8406 -3.2402
H: 4.5153 -3.9068 -3.9285
H: 5.5138 -3.5117 -5.3330
H: 3.8795 -4.0457 -5.5745
H: 2.4963 -0.9096 -4.1732
H: 2.9591 -3.4171 -2.6245
H: 1.7995 -3.5855 -3.8989
H: 1.5462 -2.3342 -2.5812

Cartesian forces (eV/Å) of the 3 atoms listed first:
C -0.2 0.9 0.1
C 0.8 0.3 0.3
O 0.3 0.1 0.1

These are the Löwdin partial charges, in e, on atoms 1 to 4:
1. C 0.01
2. C -0.55
3. O -0.01
4. N 0.02

=====

# 5
The following is a DFT calculation (ωB97M-V/def2-TZVPD) of a structure of composition C30H29N4O2PS2V.

Computed properties:
2S+1: 1
HOMO-LUMO gap (alpha / beta): 0.164 / 0.164 Ha
Net charge: +3
HOMO (alpha / beta): -15.869 / -15.869 eV

CARTESIAN COORDINATES (ANGSTROEM)
V: -0.4268 -0.9060 0.5141
C: -2.2574 -5.1777 -1.4077
C: -2.9492 -3.9805 -1.5582
C: -2.2704 -2.7761 -1.4911
C: -0.8812 -2.7644 -1.2693
C: -0.1968 -3.9794 -1.0948
C: -0.8869 -5.1770 -1.1712
P: 0.0510 -1.2514 -1.7327
C: 0.3380 -1.3592 -3.5118
C: -0.2829 -2.3471 -4.2748
C: 0.1536 -2.5462 -5.5710
C: 1.1651 -1.7567 -6.1007
C: 1.7375 -0.7382 -5.3491
C: 1.3258 -0.5288 -4.0472
C: 1.6957 -1.4460 -0.9666
C: 2.9287 -1.8234 -1.4892
C: 4.0337 -1.7304 -0.6519
C: 3.9143 -1.2833 0.6612
C: 2.6754 -0.9022 1.1830
C: 1.5860 -1.0153 0.3535
H: -2.7812 -6.1167 -1.4921
H: -4.0079 -3.9930 -1.7621
H: -2.7836 -1.8398 -1.6841
H: 0.8784 -3.9720 -0.9607
H: -0.3497 -6.1086 -1.0667
H: -1.0631 -2.9633 -3.8524
H: -0.2965 -3.3304 -6.1590
H: 1.5103 -1.9400 -7.1045
H: 2.5062 -0.1140 -5.7757
H: 1.7667 0.2538 -3.4426
H: 3.0110 -2.1580 -2.5156
H: 5.0066 -1.9897 -1.0466
H: 4.7939 -1.2194 1.2866
H: 2.5967 -0.5143 2.1937
N: -5.1780 2.1699 5.4045
C: -4.1769 2.0119 4.5392
C: -2.9286 2.6494 4.7489
C: -1.8922 2.4824 3.8648
C: -2.0941 1.6926 2.7341
C: -3.2947 1.0175 2.5196
C: -4.3340 1.1893 3.3972
S: -0.7466 1.3248 1.6843
O: 0.2008 2.3441 1.4833
O: -1.2978 0.7269 0.4016
N: -0.0312 -0.0485 2.2067
C: -0.7113 -1.0629 2.7488
N: -0.6811 -2.1542 1.9288
C: -1.1403 -3.3130 2.4053
C: -1.6704 -3.3795 3.6827
C: -1.7544 -2.1852 4.4008
N: -1.3166 -1.0345 3.9214
H: -5.0648 2.7485 6.2225
H: -6.0763 1.7352 5.2625
H: -2.8001 3.2731 5.6190
H: -0.9352 2.9584 4.0181
H: -3.3964 0.3731 1.6529
H: -5.2770 0.6921 3.2353
H: -1.0591 -4.1945 1.7748
H: -2.0031 -4.3060 4.1189
H: -2.1615 -2.1409 5.4009
C: -3.0291 2.6218 -1.3876
S: -3.0935 0.8479 -1.6584
C: -4.7108 0.4156 -0.9402
H: -3.2417 2.8402 -0.3444
H: -3.7478 3.1190 -2.0353
H: -2.0262 2.9445 -1.6482
H: -5.4319 0.2851 -1.7452
H: -5.0581 1.2007 -0.2750
H: -4.6067 -0.5308 -0.4127

Cartesian forces (eV/Å) of the 3 atoms listed first:
V 1.8 -1.1 -2.1
C 0.0 0.1 0.0
C 0.0 0.1 0.0

These are the natural (NBO) partial charges, in e, on atoms 1 to 4:
1. V 1.08
2. C -0.10
3. C -0.19
4. C -0.19

=====

Max |F|? In order: 6.58 4.82 2.51 3.13 3.81 eV Å⁻¹.